Entry 1:
The following is a DFT calculation (ωB97M-V/def2-TZVPD) of a structure of composition C53H75Cl3F4N11O9P2S2 at a distorted geometry.

Geometry (Å):
C1 0.854 4.556 6.741
P1 -0.092 3.353 5.684
O1 -0.083 1.988 6.633
C2 0.939 3.188 4.067
Cl1 1.124 4.999 3.830
O2 0.086 2.908 3.004
C3 0.065 1.570 2.538
C4 -0.736 0.711 3.554
C5 -2.125 1.256 3.931
C6 -3.379 0.800 3.124
C7 -3.246 -0.320 2.072
S1 -4.322 -0.051 0.639
O3 -5.456 0.747 0.979
O4 -4.648 -1.320 0.083
Cl2 -3.159 0.911 -0.770
N1 -0.898 1.639 1.398
C8 -1.305 2.754 1.113
S2 -1.770 4.113 0.538
C9 1.480 1.028 2.093
C10 1.492 1.350 0.541
C11 2.748 1.061 -0.296
C12 2.320 1.174 -1.781
F1 3.451 1.335 -2.553
C13 1.358 -0.521 2.028
C14 1.440 -1.476 3.207
O5 0.848 -2.715 2.685
C15 0.948 -3.622 3.745
O6 -0.039 -4.065 4.217
N2 2.651 1.650 2.822
C16 3.800 0.738 3.069
C17 4.544 -0.037 2.001
O7 5.330 0.674 1.053
C18 6.510 -0.002 0.696
C19 6.284 -1.266 -0.149
F2 5.115 -1.278 -0.789
F3 7.264 -1.348 -1.063
F4 6.385 -2.377 0.617
P2 3.579 3.383 1.880
O8 5.175 3.601 1.688
O9 2.778 4.533 1.054
C20 2.291 2.318 4.090
Cl3 3.620 3.821 4.414
C21 2.631 1.602 5.409
N3 1.986 0.321 5.665
H1 1.933 4.392 6.724
H2 0.526 4.314 7.762
H3 0.545 5.582 6.559
H4 -0.999 1.839 6.897
H5 -0.894 -0.321 3.228
H6 -0.117 0.609 4.455
H7 -2.133 2.350 3.961
H8 -2.291 0.966 4.976
H9 -3.814 1.677 2.632
H10 -4.146 0.488 3.837
H11 -3.623 -1.258 2.491
H12 -2.250 -0.501 1.668
H13 1.159 2.363 0.297
H14 0.770 0.692 0.048
H15 3.156 0.055 -0.210
H16 3.587 1.764 -0.202
H17 1.802 0.248 -2.061
H18 1.623 2.007 -1.937
H19 0.347 -0.681 1.629
H20 1.945 -0.985 1.229
H21 2.451 -1.782 3.516
H22 0.861 -1.244 4.098
H23 1.950 -3.860 4.135
H24 3.584 -0.053 3.792
H25 4.561 1.331 3.598
H26 5.279 -0.647 2.560
H27 3.982 -0.814 1.468
H28 7.163 -0.181 1.561
H29 7.066 0.691 0.057
H30 5.741 3.446 2.457
H31 2.844 4.432 0.084
H32 2.377 2.286 6.227
H33 3.707 1.484 5.554
H34 1.546 0.283 6.576
H35 2.696 -0.402 5.702
N4 9.845 -1.860 2.186
C22 11.084 -2.242 1.750
C23 12.016 -1.625 2.539
C24 11.314 -0.842 3.494
C25 9.977 -1.009 3.253
H36 8.975 -2.159 1.787
H37 11.194 -2.917 0.918
H38 13.085 -1.724 2.444
H39 11.742 -0.228 4.268
H40 9.112 -0.598 3.746
N5 0.383 -5.201 0.835
C26 0.032 -6.505 1.063
C27 0.596 -7.272 0.081
C28 1.323 -6.400 -0.773
C29 1.175 -5.132 -0.281
H41 0.106 -4.418 1.405
H42 -0.589 -6.771 1.902
H43 0.500 -8.341 -0.016
H44 1.889 -6.674 -1.648
H45 1.562 -4.188 -0.628
N6 1.361 5.425 10.647
C30 2.603 5.037 10.216
C31 3.534 5.721 10.950
C32 2.829 6.550 11.862
C33 1.493 6.343 11.654
H46 0.489 5.089 10.285
H47 2.715 4.312 9.427
H48 4.603 5.636 10.846
H49 3.256 7.220 12.589
H50 0.627 6.769 12.131
N7 -3.278 0.293 -3.870
C34 -3.119 1.350 -4.726
C35 -3.297 0.890 -6.002
C36 -3.579 -0.500 -5.912
C37 -3.563 -0.837 -4.585
H51 -3.197 0.341 -2.867
H52 -2.894 2.336 -4.353
H53 -3.233 1.484 -6.899
H54 -3.774 -1.177 -6.728
H55 -3.728 -1.779 -4.090
N8 -6.569 3.516 0.639
C38 -7.797 4.027 0.325
C39 -7.673 5.387 0.207
C40 -6.313 5.709 0.456
C41 -5.659 4.532 0.716
H56 -6.363 2.543 0.790
H57 -8.652 3.382 0.214
H58 -8.468 6.073 -0.032
H59 -5.867 6.689 0.444
H60 -4.627 4.332 0.951
N9 -3.912 -3.508 -8.668
C42 -5.233 -3.223 -8.892
C43 -5.830 -4.356 -9.376
C44 -4.832 -5.366 -9.441
C45 -3.662 -4.813 -8.995
H61 -3.232 -2.860 -8.316
H62 -5.631 -2.243 -8.690
H63 -6.867 -4.452 -9.651
H64 -4.961 -6.382 -9.775
H65 -2.677 -5.233 -8.884
N10 -7.875 -7.126 -10.687
C46 -9.136 -6.858 -10.227
C47 -9.559 -7.939 -9.503
C48 -8.510 -8.897 -9.521
C49 -7.486 -8.365 -10.256
H66 -7.321 -6.509 -11.252
H67 -9.621 -5.924 -10.456
H68 -10.514 -8.034 -9.013
H69 -8.509 -9.865 -9.048
H70 -6.517 -8.760 -10.511
N11 -2.405 1.023 -9.746
C50 -2.620 2.154 -10.487
C51 -1.424 2.532 -11.034
C52 -0.448 1.590 -10.610
C53 -1.084 0.671 -9.820
H71 -3.107 0.528 -9.229
H72 -3.602 2.589 -10.560
H73 -1.265 3.388 -11.668
H74 0.600 1.588 -10.859
H75 -0.713 -0.198 -9.305

The LUMO energy is -4.84 eV. For the energy, the calculation gives -179666.7382 eV. For the highest occupied orbital energy, the calculation gives -8.914 eV. As for the net charge: +1. The HOMO-LUMO gap comes out at 4.1 eV.

---

Entry 2:
The following is a DFT calculation (ωB97M-V/def2-TZVPD) of a cluster of 11 separate species, C53H93BrN2O24 in total at a distorted geometry.

Geometry (Å):
C1 7.718 -1.289 -1.918
C2 8.265 0.108 -2.077
C3 9.569 0.319 -1.609
C4 10.170 1.569 -1.682
C5 9.436 2.582 -2.264
C6 8.149 2.410 -2.740
C7 7.525 1.166 -2.628
C8 6.092 0.987 -3.097
C9 5.102 0.797 -1.931
C10 3.695 1.227 -2.288
Br1 5.644 1.825 -0.336
C11 7.661 3.699 -3.304
O1 6.553 4.032 -3.569
N1 8.828 4.546 -3.429
C12 9.460 4.479 -4.747
O2 10.290 5.635 -4.897
N2 11.648 5.258 -5.067
O3 12.360 6.051 -4.612
C13 9.781 4.027 -2.479
O4 10.643 4.632 -1.929
H1 8.397 -2.026 -2.337
H2 6.737 -1.426 -2.351
H3 7.648 -1.492 -0.850
H4 10.112 -0.502 -1.164
H5 11.162 1.774 -1.308
H6 6.100 0.094 -3.720
H7 5.810 1.860 -3.670
H8 5.122 -0.234 -1.609
H9 3.184 0.467 -2.874
H10 3.672 2.192 -2.788
H11 3.129 1.313 -1.363
H12 10.110 3.608 -4.857
H13 8.707 4.544 -5.525
O5 2.265 0.540 2.516
C14 1.374 1.146 1.977
O6 1.688 2.076 1.059
C15 0.703 2.711 0.226
C16 0.042 3.890 0.899
C17 -0.072 0.955 2.370
H14 -0.027 1.978 -0.118
H15 1.249 3.046 -0.655
H16 -0.505 3.584 1.792
H17 -0.664 4.354 0.205
H18 0.783 4.625 1.215
H19 -0.287 1.571 3.240
H20 -0.223 -0.084 2.634
H21 -0.779 1.192 1.579
O7 -1.904 -0.253 4.274
C18 -2.971 -0.801 4.172
O8 -3.622 -0.742 2.997
C19 -4.799 -1.510 2.719
C20 -6.046 -0.807 3.210
C21 -3.613 -1.471 5.359
H22 -4.707 -2.522 3.113
H23 -4.838 -1.600 1.634
H24 -6.037 -0.683 4.294
H25 -6.936 -1.372 2.934
H26 -6.114 0.190 2.773
H27 -4.136 -0.718 5.949
H28 -2.817 -1.903 5.961
H29 -4.300 -2.276 5.111
O9 1.888 6.052 3.005
C22 2.932 5.468 3.115
O10 3.325 5.067 4.340
C23 4.444 4.200 4.551
C24 5.749 4.966 4.613
C25 3.849 5.244 1.936
H30 4.463 3.407 3.803
H31 4.254 3.719 5.510
H32 5.963 5.472 3.672
H33 6.577 4.291 4.835
H34 5.702 5.730 5.389
H35 4.457 6.135 1.784
H36 3.235 5.079 1.054
H37 4.496 4.376 2.037
O11 -7.223 -2.683 0.295
C26 -6.624 -3.528 -0.315
O12 -6.165 -4.606 0.338
C27 -5.605 -5.751 -0.319
C28 -4.130 -5.568 -0.609
C29 -6.306 -3.356 -1.783
H38 -6.178 -6.001 -1.213
H39 -5.745 -6.574 0.379
H40 -3.954 -4.739 -1.294
H41 -3.715 -6.474 -1.051
H42 -3.590 -5.348 0.312
H43 -5.402 -2.755 -1.879
H44 -7.134 -2.827 -2.248
H45 -6.177 -4.291 -2.323
O13 1.350 -0.116 -4.146
C30 1.335 0.632 -5.088
O14 0.843 1.871 -4.914
C31 0.944 2.901 -5.901
C32 -0.181 2.826 -6.912
C33 1.776 0.188 -6.462
H46 1.926 2.886 -6.375
H47 0.878 3.834 -5.346
H48 -0.153 1.893 -7.477
H49 -0.117 3.655 -7.616
H50 -1.145 2.870 -6.405
H51 0.947 -0.315 -6.957
H52 2.595 -0.514 -6.346
H53 2.136 0.992 -7.098
O15 -10.265 -7.241 -0.742
C34 -10.600 -6.089 -0.728
O16 -11.906 -5.789 -0.600
C35 -12.386 -4.459 -0.388
C36 -12.560 -3.706 -1.690
C37 -9.599 -4.974 -0.932
H54 -11.746 -3.926 0.316
H55 -13.353 -4.580 0.098
H56 -11.611 -3.580 -2.212
H57 -12.984 -2.719 -1.506
H58 -13.225 -4.255 -2.356
H59 -9.442 -4.831 -2.001
H60 -8.664 -5.274 -0.466
H61 -9.887 -4.029 -0.479
O17 -2.206 4.284 -1.142
C38 -3.321 4.059 -0.757
O18 -3.474 3.354 0.378
C39 -4.731 3.169 1.031
C40 -5.495 1.994 0.456
C41 -4.538 4.468 -1.553
H62 -5.315 4.091 1.016
H63 -4.484 2.972 2.073
H64 -5.744 2.151 -0.593
H65 -6.421 1.833 1.009
H66 -4.889 1.089 0.514
H67 -4.732 3.709 -2.310
H68 -4.317 5.411 -2.047
H69 -5.433 4.617 -0.954
O19 -1.881 -5.626 6.612
C42 -0.892 -4.946 6.695
O20 -0.737 -3.916 5.852
C43 0.293 -2.920 5.966
C44 1.577 -3.373 5.303
C45 0.214 -5.272 7.671
H70 0.439 -2.628 7.003
H71 -0.097 -2.045 5.448
H72 1.990 -4.259 5.788
H73 2.323 -2.579 5.343
H74 1.395 -3.630 4.260
H75 0.867 -6.021 7.224
H76 -0.237 -5.687 8.569
H77 0.806 -4.411 7.972
O21 2.819 -1.509 -8.784
C46 2.786 -2.691 -8.574
O22 2.006 -3.467 -9.348
C47 2.031 -4.897 -9.302
C48 1.129 -5.443 -8.216
C49 3.532 -3.307 -7.412
H78 3.055 -5.262 -9.213
H79 1.669 -5.218 -10.277
H80 1.455 -5.126 -7.225
H81 1.118 -6.533 -8.241
H82 0.111 -5.079 -8.354
H83 2.922 -3.211 -6.514
H84 4.457 -2.754 -7.273
H85 3.798 -4.352 -7.556
O23 0.213 -0.584 8.171
C50 -0.173 0.554 8.150
O24 -1.488 0.793 8.297
C51 -2.032 2.106 8.452
C52 -2.274 2.775 7.114
C53 0.768 1.702 7.871
H86 -1.404 2.710 9.109
H87 -2.979 1.963 8.970
H88 -1.346 2.919 6.561
H89 -2.744 3.749 7.254
H90 -2.924 2.155 6.496
H91 0.886 1.801 6.792
H92 1.732 1.463 8.312
H93 0.447 2.653 8.287

The LUMO energy is -0.18 eV. For the energy, the calculation gives -178630.0427 eV. For the highest occupied orbital energy, the calculation gives -9.352 eV. As for the structure (SMILES): Cc1ccc2c(c1C[C@H](C)Br)C(=O)N(CON=O)C2=O.CCOC(C)=O.CCOC(C)=O.CCOC(C)=O.CCOC(C)=O.CCOC(C)=O.CCOC(C)=O.CCOC(C)=O.CCOC(C)=O.CCOC(C)=O.CCOC(C)=O. The HOMO-LUMO gap comes out at 9.2 eV.